[1]
Below is C25H58DyN2O2Si3 as an isolated structure, with properties calculated with ωB97M-V with the def2-TZVPD basis set.

Cartesian coordinates (Å):
1 O -1.38872 -1.81881 -2.90919
2 O -2.02199 -0.42843 -4.34726
3 C -0.26309 -2.68093 -3.30622
4 C 0.27488 -3.52696 -2.20058
5 H 0.53281 -2.05429 -3.77557
6 H -0.71479 -3.29964 -4.10667
7 H 1.07471 -3.03795 -1.64446
8 H 0.71897 -4.36762 -2.72732
9 H -0.46147 -3.91568 -1.49870
10 C -2.01244 -1.84574 -1.54922
11 C -3.12834 -2.71937 -2.01828
12 H -2.28551 -0.81156 -1.24943
13 H -1.20903 -2.24515 -0.92212
14 H -3.61435 -2.33798 -2.93776
15 H -3.88795 -2.84546 -1.28338
16 H -2.70686 -3.68651 -2.27410
17 C -3.08930 0.68242 -4.37316
18 C -1.88590 -1.08270 -5.66923
19 C -4.27370 0.13056 -3.66387
20 H -3.28208 0.91904 -5.44140
21 H -2.72221 1.60348 -3.89124
22 H -4.62356 -0.77280 -4.15595
23 H -5.05458 0.87531 -3.78909
24 H -4.14073 -0.05718 -2.58540
25 C -3.11087 -1.89393 -5.80229
26 H -0.99764 -1.66092 -5.52678
27 H -1.65800 -0.34365 -6.45571
28 H -3.39441 -2.45284 -4.91075
29 H -2.88055 -2.58391 -6.59018
30 H -3.91244 -1.24762 -6.08137
31 H -2.20266 -1.58449 -3.64217
32 Dy 1.06403 1.75610 -0.61306
33 C 0.48703 1.51117 -2.66572
34 Si 0.60311 1.65932 -4.62646
35 H -0.58231 1.75562 -2.31542
36 H 1.07584 0.50755 -2.54510
37 C 1.39725 0.24960 -5.59425
38 C 1.94101 2.95748 -4.37100
39 C -0.67691 2.46380 -5.77621
40 C 2.50484 -0.13839 -0.99541
41 Si 3.69794 0.95660 -0.10183
42 H 2.87118 -0.37290 -2.00912
43 H 2.38013 -1.11681 -0.51910
44 C 4.14576 2.39952 -1.21035
45 C 5.18257 0.03661 0.44028
46 C 2.84634 1.72472 1.41535
47 H -0.05225 2.96183 -6.54789
48 H -1.26552 3.22781 -5.24286
49 H -1.32996 1.72769 -6.27014
50 H 2.30257 -0.10111 -5.07737
51 H 1.69838 0.68452 -6.56735
52 H 0.73139 -0.59863 -5.78408
53 H 2.56681 2.73737 -3.49194
54 H 1.45824 3.93859 -4.25484
55 H 2.55416 2.93049 -5.28022
56 H 5.41999 -0.73608 -0.29507
57 H 5.02318 -0.45031 1.40584
58 H 6.03903 0.70841 0.52717
59 H 2.35912 1.00378 2.08595
60 H 2.15846 2.59112 1.25708
61 H 3.66881 2.16122 1.99674
62 H 5.07015 2.83886 -0.81204
63 H 3.40960 3.21615 -1.26205
64 H 4.35096 2.05668 -2.23078
65 C 1.15659 -2.85398 1.20009
66 C 0.55813 -1.67525 1.93131
67 C 0.41544 -1.72570 3.30309
68 C -0.18084 -0.70708 4.02685
69 C -0.68196 0.37165 3.32724
70 C -0.42760 0.43243 1.93973
71 N 0.19937 -0.55868 1.25376
72 N -0.66095 1.51129 1.13889
73 Si -1.16385 3.16183 1.59572
74 C -2.90282 3.07239 2.19647
75 C 0.04339 3.79924 2.86459
76 C -0.96392 4.06556 -0.04552
77 H 0.50862 -3.20464 0.37543
78 H 2.16204 -2.60378 0.81084
79 H 1.26909 -3.67968 1.93096
80 H 0.81087 -2.62307 3.79056
81 H -0.26030 -0.75884 5.08960
82 H -1.15599 1.18760 3.75088
83 H -2.99694 2.30543 2.97547
84 H -3.17847 4.05098 2.60729
85 H -3.57399 2.81341 1.36754
86 H 1.02893 4.01362 2.43039
87 H -0.38081 4.72746 3.27209
88 H 0.17302 3.07249 3.67779
89 H 0.08319 4.14890 -0.42161
90 H -1.63117 3.67972 -0.83385
91 H -1.28779 5.09047 0.17961

Values from the calculation:
- Frontier orbital gap (spin up / spin down): 7.3 / 7.4 eV
- Net charge: +1
- LUMO energy (spin up / spin down): -2.00 / -1.95 eV
- 2S+1: 6

***

[2]
Below is C25H58GaN2O2Si3 as an isolated structure, with properties calculated with ωB97M-V with the def2-TZVPD basis set.

Cartesian coordinates (Å):
1 O 0.31898 -2.51916 -4.04412
2 O 2.30363 -3.61896 -2.95589
3 C -0.96454 -2.69436 -4.65807
4 C -2.08938 -2.07468 -3.85338
5 H -1.08476 -3.78394 -4.71699
6 H -0.94312 -2.29136 -5.68510
7 H -2.13771 -2.50449 -2.84629
8 H -3.03745 -2.27362 -4.36236
9 H -1.96839 -0.98864 -3.77672
10 C 0.96797 -1.25179 -4.28178
11 C 1.82101 -1.27234 -5.52117
12 H 1.57605 -1.06930 -3.38711
13 H 0.20594 -0.45317 -4.33141
14 H 2.59052 -2.04903 -5.46313
15 H 2.32234 -0.30508 -5.62528
16 H 1.19713 -1.43665 -6.40577
17 C 3.71222 -3.58452 -2.68071
18 C 1.90785 -4.84034 -3.61895
19 C 4.14237 -2.15627 -2.48753
20 H 4.25270 -4.03897 -3.52625
21 H 3.91603 -4.18824 -1.78244
22 H 3.96780 -1.57270 -3.39765
23 H 5.21482 -2.13907 -2.27843
24 H 3.63250 -1.67663 -1.64687
25 C 2.12581 -4.77767 -5.10205
26 H 0.84725 -4.99205 -3.37930
27 H 2.47863 -5.67970 -3.18841
28 H 1.54111 -3.97005 -5.54798
29 H 1.79677 -5.72050 -5.54292
30 H 3.18512 -4.64737 -5.33945
31 H 1.01247 -2.76917 -2.24850
32 Ga -0.20639 -1.17706 0.74368
33 C 0.61590 -2.35515 -1.14370
34 Si 0.21581 -3.94910 -0.15405
35 H 1.48124 -1.74870 -0.83664
36 H -0.23297 -1.74839 -1.50092
37 C -1.28945 -4.65745 -1.02202
38 C -0.11455 -3.94146 1.72016
39 C 1.68190 -5.12385 -0.21991
40 C -2.14647 -1.33580 1.08367
41 Si -2.78410 -0.79982 2.77760
42 H -2.46852 -2.37149 0.87943
43 H -2.66927 -0.72601 0.32269
44 C -2.52549 -2.14161 4.06315
45 C -4.62397 -0.49478 2.58519
46 C -1.94027 0.76406 3.38055
47 H 1.61450 -5.82327 0.62285
48 H 2.63530 -4.59083 -0.12729
49 H 1.70239 -5.71873 -1.13861
50 H -2.20950 -4.13601 -0.72658
51 H -1.40252 -5.71467 -0.74613
52 H -1.20272 -4.60107 -2.11461
53 H -1.09729 -3.55715 2.00957
54 H 0.65469 -3.42432 2.31000
55 H -0.08569 -4.99856 2.02244
56 H -4.99884 -0.99768 1.68438
57 H -4.84000 0.57771 2.49737
58 H -5.17090 -0.88836 3.45174
59 H -1.80939 1.50465 2.57958
60 H -0.95843 0.56995 3.83162
61 H -2.58078 1.21997 4.15155
62 H -3.31225 -2.03948 4.82537
63 H -1.55465 -2.04724 4.56737
64 H -2.60169 -3.14905 3.63513
65 C -1.87334 1.41339 -1.39587
66 C -0.71611 1.77647 -0.52124
67 C -0.27886 3.08450 -0.36357
68 C 0.77939 3.37532 0.49768
69 C 1.38654 2.34863 1.21831
70 C 0.88397 1.04751 1.04484
71 N -0.09564 0.77470 0.13001
72 N 1.19645 -0.09603 1.73030
73 Si 2.43792 -0.24020 2.99496
74 C 4.08394 0.13431 2.20884
75 C 2.03654 0.97736 4.34532
76 C 2.39601 -1.97874 3.67008
77 H -1.66473 0.53700 -2.02766
78 H -2.77954 1.19883 -0.80603
79 H -2.10722 2.25738 -2.05639
80 H -0.78627 3.86450 -0.93006
81 H 1.12885 4.39763 0.61972
82 H 2.19733 2.51790 1.92716
83 H 4.04381 1.04613 1.59882
84 H 4.84110 0.27693 2.99237
85 H 4.40348 -0.69618 1.56514
86 H 0.99397 0.90231 4.68069
87 H 2.68954 0.75531 5.20251
88 H 2.22540 2.01427 4.03755
89 H 1.42947 -2.22211 4.12875
90 H 2.63849 -2.73196 2.91067
91 H 3.16306 -2.04140 4.45644

Values from the calculation:
- Frontier orbital gap: 8.4 eV
- ΔE to the lowest compared entry with this formula, charge and spin: 0.000 eV
- Net charge: +1
- LUMO energy: -2.53 eV

***

[3]
Below is a 7-piece molecular cluster, C25H59O20P3 overall, with properties calculated with ωB97M-V with the def2-TZVPD basis set.

Cartesian coordinates (Å):
1 C 2.73948 2.38760 -9.90381
2 O 2.86735 1.83023 -8.61376
3 P 1.88371 0.69296 -8.05634
4 O 1.91420 -0.47844 -8.95678
5 O 2.28345 0.46350 -6.53623
6 C 3.24451 -0.52793 -6.25002
7 O 0.40378 1.32424 -8.05224
8 C 0.12626 2.39464 -7.11896
9 H 1.79149 2.11167 -10.37266
10 H 3.49280 2.08726 -10.63488
11 H 2.81156 3.46992 -9.79649
12 H 2.93771 -1.54377 -6.51008
13 H 3.41698 -0.59959 -5.17375
14 H 4.23523 -0.39433 -6.68766
15 H -0.34141 3.09486 -7.81216
16 H 1.00827 2.82521 -6.64204
17 H -0.56900 2.10004 -6.33292
18 C 1.28479 1.80502 -3.32050
19 O 1.58220 1.21320 -2.07772
20 P 0.43164 0.92181 -1.01221
21 O -0.87327 0.71267 -1.65747
22 O 0.53562 2.29758 -0.14051
23 C -0.23882 2.46420 1.02848
24 O 1.04115 -0.18409 -0.04759
25 C 0.06939 -0.89410 0.71499
26 H 1.70962 1.26045 -4.16245
27 H 1.55984 2.85857 -3.37180
28 H 0.21873 1.82173 -3.57470
29 H 0.04899 1.79622 1.84523
30 H -1.32209 2.35046 0.92096
31 H -0.05872 3.49487 1.33445
32 H 0.34827 -1.92903 0.90200
33 H -0.92045 -1.01138 0.26904
34 H -0.08389 -0.51666 1.72702
35 C -4.19760 -2.10657 1.89110
36 O -4.77929 -2.72378 3.02558
37 P -4.75643 -4.35750 3.09093
38 O -3.63650 -4.96211 2.35912
39 O -6.17102 -4.66346 2.48422
40 C -6.39437 -5.81978 1.68387
41 O -4.85508 -4.71949 4.62359
42 C -6.12007 -4.65582 5.30431
43 H -4.70561 -1.21395 1.53860
44 H -4.07991 -2.79804 1.05128
45 H -3.15775 -1.85383 2.12447
46 H -7.44349 -6.10063 1.61660
47 H -5.88451 -6.70611 2.06348
48 H -6.03311 -5.62913 0.67499
49 H -5.97762 -4.21943 6.29116
50 H -6.65951 -5.59205 5.43159
51 H -6.76140 -3.96364 4.76016
52 O 0.86576 -1.78784 3.80811
53 C 0.14294 -2.72009 4.02420
54 O -0.14107 -3.24300 5.22808
55 C 0.43753 -2.59446 6.38800
56 C -0.19577 -3.28379 7.59393
57 C -0.45458 -3.56076 2.90970
58 H 0.17132 -1.53911 6.34322
59 H 1.51211 -2.76120 6.33615
60 H 0.34186 -4.20356 7.82307
61 H -1.21014 -3.62020 7.38192
62 H -0.21600 -2.57723 8.42181
63 H -0.46973 -4.59394 3.25817
64 H 0.34277 -3.59247 2.16952
65 H -1.44628 -3.24280 2.60890
66 O 4.02458 4.96026 2.90385
67 C 3.04115 5.15704 2.24173
68 O 2.86224 4.62810 1.03853
69 C 3.65111 3.59754 0.45028
70 C 3.79093 3.75148 -1.06650
71 C 1.89771 5.96505 2.70807
72 H 3.22926 2.65218 0.78062
73 H 4.67036 3.82412 0.78493
74 H 2.99888 3.15093 -1.52150
75 H 4.68979 3.22544 -1.38688
76 H 3.73762 4.77468 -1.42395
77 H 0.88821 5.69963 2.42218
78 H 2.07033 6.99294 2.35825
79 H 2.06699 6.12185 3.77370
80 O -2.88095 0.45662 -6.43023
81 C -2.14155 -0.48785 -6.59531
82 O -1.29787 -1.00623 -5.70750
83 C -1.55422 -0.77659 -4.31544
84 C -2.14782 -2.00231 -3.62902
85 C -2.18375 -1.28419 -7.87756
86 H -2.11793 0.12850 -4.10122
87 H -0.59351 -0.51042 -3.86522
88 H -3.04415 -2.12596 -4.25634
89 H -2.52697 -1.72297 -2.64955
90 H -1.61812 -2.94789 -3.66139
91 H -2.01770 -0.62179 -8.72617
92 H -3.19978 -1.65974 -8.01837
93 H -1.53132 -2.15289 -7.89248
94 O 3.76805 1.46368 7.70427
95 C 2.96616 2.24287 7.23983
96 O 2.60096 2.22731 5.96307
97 C 3.14226 1.23098 5.09959
98 C 2.34764 1.22670 3.82234
99 C 2.30942 3.30406 8.06050
100 H 3.34292 0.24401 5.52108
101 H 4.17238 1.56274 4.91366
102 H 2.78299 0.54911 3.08233
103 H 2.46170 2.19097 3.31843
104 H 1.29823 0.95330 3.90527
105 H 2.62433 3.33391 9.09861
106 H 1.24354 3.07382 7.98367
107 H 2.52902 4.31516 7.71360

Values from the calculation:
- SMILES: COP(=O)(OC)OC.COP(=O)(OC)OC.COP(=O)(OC)OC.CCOC(C)=O.CCOC(C)=O.CCOC(C)=O.CCOC(C)=O
- Frontier orbital gap: 10.5 eV
- ΔE to the lowest compared entry with this formula, charge and spin: 0.000 eV
- LUMO energy: 0.43 eV

***

| no. | energy (eV) |
| --- | --- |
| 1 | -81647.945 |
| 2 | -109947.833 |
| 3 | -95704.474 |